1.
This record from the OMol25 dataset describes a molecular structure, C7H7CeO6 in a non-equilibrium geometry. The level of theory is ωB97M-V with the def2-TZVPD basis set.

Geometry as XYZ:
```
21
Properties=species:S:1:pos:R:3:forces:R:3:mulliken_charge:R:1
C 1.7600 4.3655 -0.1229 0.04 -0.21 -0.04 -1.503
C 1.3540 3.0444 -0.7502 0.11 1.05 -1.03 -0.025
H 2.7386 4.3342 0.3691 -0.14 -0.22 -0.05 0.442
O -1.4395 -1.6519 3.8069 2.12 2.75 -4.19 -0.007
O 1.2263 2.0054 0.2784 -1.16 -2.22 0.91 -0.384
C -2.3853 0.3654 -0.2567 -6.16 1.00 -3.67 0.293
O 0.2519 -0.4141 -2.9425 -0.10 1.08 5.23 -0.025
O -3.3666 0.5463 -0.8409 4.64 -0.79 2.91 0.030
H 2.1033 2.7007 -1.4738 -0.16 -0.05 0.27 0.320
C -1.0020 -1.1113 2.8827 -2.19 -2.26 5.60 0.338
H 1.0086 4.7628 0.5629 -0.03 -0.08 -0.03 0.455
Ce -0.0920 -0.2186 0.5805 0.15 1.98 0.82 1.165
H 1.3874 2.4473 1.1202 0.32 0.26 0.32 0.326
O -1.7620 -3.2591 1.5817 1.53 1.84 -3.97 0.018
H 1.8673 5.0824 -0.9306 -0.05 0.19 -0.15 0.378
H -0.7342 -1.7103 -0.7905 0.54 1.09 0.30 0.185
C 1.7948 -1.7398 0.3752 6.21 -5.22 -1.91 0.317
H 0.3726 3.1100 -1.2422 0.30 0.07 0.11 0.263
C 0.2012 -0.2307 -1.7971 0.23 -1.24 -6.94 0.241
C -1.2890 -2.5641 0.7959 -1.81 -2.61 4.03 0.137
O 2.6711 -2.4485 0.1056 -4.38 3.57 1.47 0.038
```
Positions in Å, forces in eV/Å.

Results
**HOMO level (alpha / beta)**: -21.79 / -21.79 eV
**Net charge**: +3
**Max |F|**: 0.16202 Eh/bohr
**LUMO energy (alpha / beta)**: -0.56189 / -0.56041 Eh

***

2.
This record from the OMol25 dataset describes 2 unconnected molecules or ions with the total composition C3H5O2 in a non-equilibrium geometry. The level of theory is ωB97M-V with the def2-TZVPD basis set.

Geometry as XYZ:
```
10
Properties=species:S:1:pos:R:3:forces:R:3:nbo_charge:R:1
C -0.6506 -0.5285 1.1186 -2.23 -0.15 1.17 0.233
H 0.5633 1.3566 -0.0253 0.02 0.09 0.33 0.210
H -0.2637 -1.6903 -2.6917 -0.46 0.30 -0.01 0.135
C 0.7174 1.4470 1.0555 -0.47 0.44 -0.11 -0.273
H -1.4995 -2.3065 -1.3786 -0.02 0.25 -0.10 0.139
H 0.2817 2.3684 1.4505 0.18 -0.08 -0.16 0.196
O -0.2302 -0.7870 -0.8654 -0.24 -2.14 -3.45 -0.517
C -0.7301 -1.5863 -1.6993 1.81 1.51 2.63 0.243
H 1.7814 1.3806 1.3065 -0.36 -0.07 -0.01 0.198
O 0.0302 0.3460 1.7292 1.79 -0.14 -0.27 -0.565
```
Positions in Å, forces in eV/Å.

Results
**HOMO level (alpha / beta)**: -5.71 / -9.27 eV
**Spin multiplicity**: 2
**Net charge**: 0
**Max |F|**: 0.07902 Eh/bohr
**LUMO energy (alpha / beta)**: 0.00749 / 0.01319 Eh

***

- Look up the max |F| of the first one.
  0.16202 Eh/bohr